<i>
Density functional theory data (wB97M-V/def2-TZVPD) for C3H6NO as an isolated structure.

Calculated values
Frontier orbital gap in eV: 12.1
Highest occupied orbital energy in eV: -15.841
Molar mass in g mol⁻¹: 72.09

```
! RIJCOSX wB97M-V def2-TZVPD def2/J DEFGRID3
* xyz 1 1
C 1.070 0.388 -0.520
C -1.085 -0.656 -0.167
C 0.024 0.900 0.369
N 0.309 -0.554 0.320
O -1.254 0.748 -0.108
H 0.887 0.339 -1.589
H 2.107 0.510 -0.237
H -1.199 -1.081 -1.169
H -1.742 -1.160 0.551
H 0.128 1.782 1.598
H 0.754 -1.216 0.951
*
```

=====

<ii>
Density functional theory data (wB97M-V/def2-TZVPD) for a 2-piece molecular cluster, C3H6NO overall.

Calculated values
Frontier orbital gap in eV: 8.4
Highest occupied orbital energy in eV: -14.058
Molar mass in g mol⁻¹: 72.09

```
! RIJCOSX wB97M-V def2-TZVPD def2/J DEFGRID3
* xyz 1 1
C 1.740 -0.917 0.786
C -1.895 0.955 -1.706
C 1.022 0.375 0.924
N 0.347 -0.693 1.213
O -1.393 0.399 -0.744
H 1.617 -1.395 -0.178
H 2.483 -1.382 1.400
H -1.862 0.472 -2.688
H -2.515 1.914 -1.516
H 0.833 1.445 0.844
H -0.378 -1.173 1.664
*
```

=====

Energies, relative to the best one, in kJ/mol: <i> 20.4; <ii> 0.0.

=====

<i>
Density functional theory data (wB97M-V/def2-TZVPD) for one molecule with the formula C4H6N2OS.

Calculated values
Frontier orbital gap in eV: 8.2
Highest occupied orbital energy in eV: -8.396
SMILES: CSn1[nH]ccc1=O
Molar mass in g mol⁻¹: 130.17

```
! RIJCOSX wB97M-V def2-TZVPD def2/J DEFGRID3
* xyz 0 1
C 2.330 -0.243 -0.591
S 1.937 0.348 1.065
N -0.066 0.208 0.876
N -0.780 1.275 0.405
C -1.954 0.776 -0.075
C -1.921 -0.578 -0.065
C -0.640 -0.986 0.482
O -0.128 -2.080 0.596
H 1.993 0.469 -1.337
H 1.870 -1.218 -0.726
H 3.412 -0.329 -0.631
H -0.671 2.174 0.847
H -2.729 1.444 -0.399
H -2.652 -1.260 -0.447
*
```

=====

<ii>
Density functional theory data (wB97M-V/def2-TZVPD) for one molecule with the formula C4H6N2OS.

Calculated values
Frontier orbital gap (spin up / spin down) in eV: 6.5 / 6.8
Highest occupied orbital energy (spin up / spin down) in eV: -7.648 / -7.810
SMILES: O[C@H]1CC=NC=[N+]1[S-]
Molar mass in g mol⁻¹: 130.17

```
! RIJCOSX wB97M-V def2-TZVPD def2/J DEFGRID3
* xyz 0 1
O -0.261 -1.418 -1.170
C -0.295 -0.900 0.115
C 1.122 -0.383 0.553
C 1.414 0.961 0.030
N 0.492 1.681 -0.453
C -0.792 1.385 -0.381
N -1.189 0.216 0.145
S -2.824 -0.193 0.316
H -1.032 -1.682 -1.680
H -0.587 -1.638 0.883
H 1.788 -1.173 0.252
H 1.287 -0.493 1.692
H 2.440 1.443 0.238
H -1.562 2.193 -0.540
*
```

=====

<iii>
Density functional theory data (wB97M-V/def2-TZVPD) for one molecule with the formula C4H6N2OS.

Calculated values
Frontier orbital gap in eV: 8.8
Highest occupied orbital energy in eV: -8.336
SMILES: O=C[C@H]1CNC(=S)N1
Molar mass in g mol⁻¹: 130.17

```
! RIJCOSX wB97M-V def2-TZVPD def2/J DEFGRID3
* xyz 0 1
O 2.007 -1.624 -0.502
C 2.185 -0.461 -0.277
C 1.298 0.372 0.636
C 0.783 1.662 -0.040
N -0.483 1.208 -0.573
C -0.945 0.114 0.081
S -2.432 -0.574 -0.103
N 0.048 -0.306 0.927
H 3.043 0.087 -0.711
H 1.860 0.611 1.548
H 0.671 2.460 0.694
H 1.488 2.020 -0.860
H -1.149 1.831 -1.028
H 0.055 -1.269 1.144
*
```

=====

<iv>
Density functional theory data (wB97M-V/def2-TZVPD) for one molecule with the formula C4H6N2OS.

Calculated values
Frontier orbital gap in eV: 7.7
Highest occupied orbital energy in eV: -8.309
SMILES: NC(=O)/C=C\C(N)=S
Molar mass in g mol⁻¹: 130.17

```
! RIJCOSX wB97M-V def2-TZVPD def2/J DEFGRID3
* xyz 0 1
N 0.986 2.116 1.179
C 0.474 0.929 0.909
O -0.132 0.325 1.808
C 0.722 0.440 -0.494
C 0.191 -0.535 -1.257
C -0.830 -1.539 -0.996
N -1.238 -1.649 0.255
S -1.180 -2.636 -2.177
H 1.396 2.692 0.508
H 0.588 2.607 2.036
H 1.412 1.025 -1.055
H 0.531 -0.510 -2.279
H -1.957 -2.263 0.599
H -0.963 -1.002 0.965
*
```

=====

Energies, relative to the best one, in kJ/mol: <i> 188.8; <ii> 239.1; <iii> 0.0; <iv> 6.8.

=====

<i>
Density functional theory data (wB97M-V/def2-TZVPD) for a 2-piece molecular cluster, C5H6N2S overall.

Calculated values
Frontier orbital gap in eV: 6.6
Highest occupied orbital energy in eV: -7.915
Molar mass in g mol⁻¹: 126.18

```
! RIJCOSX wB97M-V def2-TZVPD def2/J DEFGRID3
* xyz 0 1
C -0.521 -1.156 0.022
C -0.972 0.012 -0.635
C -0.088 1.155 -0.292
C 0.700 0.717 0.886
C 0.514 -0.716 0.958
H -2.595 -2.298 0.338
H -0.586 -3.410 0.132
H -1.829 0.411 -1.160
H 1.775 0.935 1.398
H 1.586 -1.255 2.636
H 0.629 -2.798 1.890
N -1.065 -2.464 0.243
N 1.116 -1.740 1.711
S 0.179 2.361 -1.534
*
```

=====

<ii>
Density functional theory data (wB97M-V/def2-TZVPD) for C5H6N2S as an isolated structure.

Calculated values
Frontier orbital gap (spin up / spin down) in eV: 6.8 / 6.9
Highest occupied orbital energy (spin up / spin down) in eV: -7.430 / -7.666
Molar mass in g mol⁻¹: 126.18

```
! RIJCOSX wB97M-V def2-TZVPD def2/J DEFGRID3
* xyz 0 1
C -0.043 1.482 1.944
C -0.926 0.564 1.359
C 0.798 0.953 0.080
C 1.704 -1.721 -0.767
C -0.946 -0.436 -0.857
N 1.010 1.703 1.104
N -0.481 0.284 0.150
S 2.111 -0.946 0.543
H -0.129 1.845 2.917
H -2.017 0.426 1.704
H 0.925 1.228 -0.965
H 2.134 -2.742 -0.801
H -0.608 -0.116 -1.846
H -1.960 -0.832 -0.955
*
```

=====

Energies, relative to the best one, in kJ/mol: <i> 91.4; <ii> 0.0.

=====

<i>
Density functional theory data (wB97M-V/def2-TZVPD) for C2H5N2 as an isolated structure.

Calculated values
Frontier orbital gap in eV: 8.8
Highest occupied orbital energy in eV: -15.121
Molar mass in g mol⁻¹: 57.08

```
! RIJCOSX wB97M-V def2-TZVPD def2/J DEFGRID3
* xyz 1 1
C -0.018 -0.692 -0.487
C 0.783 0.034 0.440
N 0.539 0.434 1.573
N -1.175 -0.075 -0.725
H 0.188 -1.488 -1.244
H 1.874 0.468 -0.292
H 1.092 1.042 2.216
H -1.809 -0.253 -1.536
H -1.474 0.531 0.055
*
```

=====

<ii>
Density functional theory data (wB97M-V/def2-TZVPD) for an isolated ion of composition C2H5N2 and charge +1.

Calculated values
Frontier orbital gap in eV: 11.9
Highest occupied orbital energy in eV: -15.820
SMILES: [NH2+]=C1CN1
Molar mass in g mol⁻¹: 57.08

```
! RIJCOSX wB97M-V def2-TZVPD def2/J DEFGRID3
* xyz 1 1
N 0.335 0.502 -1.376
C 0.007 0.144 -0.204
C 0.286 -0.011 1.267
N -0.771 -0.690 0.425
H 1.116 1.055 -1.629
H -0.156 0.293 -2.292
H 1.033 -0.611 1.797
H -0.168 0.790 1.858
H -1.683 -1.473 0.153
*
```

=====

<iii>
Density functional theory data (wB97M-V/def2-TZVPD) for a 2-piece molecular cluster, C2H5N2 overall.

Calculated values
Frontier orbital gap in eV: 12.3
Highest occupied orbital energy in eV: -16.515
Molar mass in g mol⁻¹: 57.08

```
! RIJCOSX wB97M-V def2-TZVPD def2/J DEFGRID3
* xyz 1 1
C -0.925 0.211 -0.048
C 0.913 -0.178 0.034
N 0.111 0.975 0.023
N -0.349 -0.986 0.104
H -2.396 0.756 -0.146
H 1.345 -0.402 -0.970
H 1.541 -0.391 0.905
H 0.256 1.987 0.307
H -0.497 -1.973 -0.210
*
```

=====

Energies, relative to the best one, in kJ/mol: <i> 11.0; <ii> 0.0; <iii> 79.6.

=====

<i>
Density functional theory data (wB97M-V/def2-TZVPD) for C16H23AsN9NaOS as an isolated structure.

Calculated values
Frontier orbital gap in eV: 8.0
Highest occupied orbital energy in eV: -8.079
Molar mass in g mol⁻¹: 487.40

```
! RIJCOSX wB97M-V def2-TZVPD def2/J DEFGRID3
* xyz 0 1
Na -0.954 0.088 -0.375
N -0.973 4.424 -0.609
C 0.090 4.487 -1.482
C 0.586 3.222 -1.547
N -0.137 2.393 -0.723
C -1.066 3.146 -0.174
C -2.071 2.613 0.732
N -1.878 1.526 1.442
C -3.078 1.264 2.052
C -3.996 2.211 1.710
N -3.340 3.073 0.864
H -1.536 5.198 -0.304
H 0.374 5.400 -1.972
H 1.392 2.835 -2.150
H -3.211 0.402 2.683
H -5.033 2.336 1.963
H -3.779 3.775 0.294
S 1.946 -0.038 -2.399
C 2.742 0.079 -0.917
N 2.256 0.815 0.095
C 2.846 0.879 1.422
C 4.349 0.685 1.321
C 4.632 -0.591 0.548
N 3.910 -0.559 -0.713
H 1.406 1.333 -0.099
H 2.406 0.113 2.070
H 2.607 1.851 1.854
H 4.791 0.624 2.316
H 4.793 1.536 0.801
H 4.330 -1.463 1.137
H 5.696 -0.688 0.335
H 4.224 -1.115 -1.490
O -2.494 -1.484 0.280
N -3.752 -1.608 0.290
C -4.432 -0.751 -0.471
C -3.721 0.231 -1.220
N -3.088 1.004 -1.800
C -5.854 -0.773 -0.468
N -7.005 -0.766 -0.489
C 2.150 -3.478 -0.320
As 0.362 -2.674 -0.229
C -0.408 -3.910 1.076
C -0.365 -3.487 -1.848
H 2.077 -4.563 -0.406
H 2.709 -3.232 0.583
H 2.676 -3.080 -1.185
H -0.237 -4.943 0.771
H -1.473 -3.705 1.152
H 0.051 -3.742 2.051
H -0.174 -4.560 -1.858
H 0.094 -3.021 -2.720
H -1.440 -3.310 -1.872
*
```

=====

<ii>
Density functional theory data (wB97M-V/def2-TZVPD) for C16H23AsN9NaOS as an isolated structure.

Calculated values
Frontier orbital gap in eV: 7.7
Highest occupied orbital energy in eV: -7.701
Molar mass in g mol⁻¹: 487.40

```
! RIJCOSX wB97M-V def2-TZVPD def2/J DEFGRID3
* xyz 0 1
Na 0.764 -0.592 0.408
N 4.914 -0.753 0.684
C 4.945 0.328 1.540
C 3.713 0.373 2.112
N 2.923 -0.641 1.627
C 3.672 -1.288 0.764
C 3.167 -2.414 -0.010
N 1.882 -2.684 -0.128
C 1.817 -3.803 -0.918
C 3.063 -4.205 -1.284
N 3.921 -3.305 -0.699
H 5.612 -0.967 -0.006
H 5.810 0.957 1.644
H 3.344 1.089 2.826
H 0.878 -4.257 -1.187
H 3.414 -5.022 -1.887
H 4.924 -3.342 -0.736
S -1.575 0.934 -1.989
C -2.307 2.179 -1.110
N -1.858 2.555 0.091
C -2.342 3.735 0.794
C -3.800 3.993 0.451
C -3.961 4.016 -1.058
N -3.402 2.794 -1.608
H -0.933 2.193 0.354
H -1.725 4.604 0.539
H -2.221 3.561 1.863
H -4.130 4.937 0.885
H -4.417 3.196 0.871
H -3.450 4.894 -1.473
H -5.009 4.081 -1.349
H -3.690 2.460 -2.511
O 0.783 1.557 0.612
N 1.626 2.512 0.447
C 2.522 2.288 -0.483
C 2.504 1.076 -1.240
N 2.547 0.095 -1.844
C 3.568 3.234 -0.667
N 4.436 3.973 -0.824
C -1.666 -3.735 1.414
As -1.742 -1.988 0.525
C -3.578 -1.497 0.954
C -2.030 -2.614 -1.307
H -2.423 -4.409 1.012
H -1.832 -3.601 2.482
H -0.675 -4.165 1.271
H -4.257 -2.331 0.779
H -3.861 -0.658 0.319
H -3.641 -1.186 1.996
H -2.729 -3.451 -1.313
H -1.082 -2.926 -1.746
H -2.416 -1.781 -1.890
*
```

=====

Energies, relative to the best one, in kJ/mol: <i> 0.0; <ii> 5.7.

=====

<i>
Density functional theory data (wB97M-V/def2-TZVPD) for a 3-piece molecular cluster, C2H12N2O2 overall.

Calculated values
Frontier orbital gap in eV: 10.0
Highest occupied orbital energy in eV: -9.329
SMILES: NCCN.O.O
Molar mass in g mol⁻¹: 96.13

```
! RIJCOSX wB97M-V def2-TZVPD def2/J DEFGRID3
* xyz 0 1
N 1.657 0.400 0.947
C 0.243 0.743 1.074
C -0.627 -0.486 1.205
N -0.972 -1.049 -0.104
H 2.220 1.242 0.956
H 1.983 0.019 1.824
H 0.071 1.318 1.995
H -0.177 1.281 0.220
H -1.579 -0.238 1.678
H -0.103 -1.224 1.827
H -1.249 -2.007 -0.048
H -0.343 -0.884 -0.883
O 2.646 -0.146 -2.423
H 3.341 -0.580 -1.881
H 2.078 0.205 -1.715
O -3.413 0.357 -1.703
H -2.574 -0.088 -1.779
H -3.201 1.137 -1.190
*
```

=====

<ii>
Density functional theory data (wB97M-V/def2-TZVPD) for a 3-piece molecular cluster, C2H12N2O2 overall.

Calculated values
Frontier orbital gap in eV: 10.4
Highest occupied orbital energy in eV: -9.629
SMILES: NCCN.O.O
Molar mass in g mol⁻¹: 96.13

```
! RIJCOSX wB97M-V def2-TZVPD def2/J DEFGRID3
* xyz 0 1
N 0.050 2.177 -1.075
C 0.497 0.790 -1.012
C -0.662 -0.205 -1.172
N -0.145 -1.599 -1.189
H 0.284 2.689 -0.234
H 0.574 2.663 -1.796
H 1.162 0.577 -1.845
H 1.048 0.542 -0.100
H -1.168 0.088 -2.089
H -1.378 -0.080 -0.356
H 0.869 -1.488 -1.145
H -0.362 -2.054 -2.066
O -1.139 0.688 2.502
H -0.526 0.975 1.812
H -1.992 0.846 2.082
O 1.351 -1.813 1.363
H 0.489 -1.752 0.929
H 1.188 -1.738 2.307
*
```

=====

<iii>
Density functional theory data (wB97M-V/def2-TZVPD) for a 3-piece molecular cluster, C2H12N2O2 overall.

Calculated values
Frontier orbital gap in eV: 8.7
Highest occupied orbital energy in eV: -8.128
SMILES: CNCN.O.O
Molar mass in g mol⁻¹: 96.13

```
! RIJCOSX wB97M-V def2-TZVPD def2/J DEFGRID3
* xyz 0 1
C 0.964 -2.052 -1.847
N 0.136 -0.876 -1.946
C 0.721 0.465 -1.712
N 0.481 1.091 -0.432
H 0.465 -2.851 -2.402
H 1.184 -2.444 -0.836
H 1.963 -1.794 -2.197
H -0.776 -0.853 -1.510
H 1.765 0.464 -2.020
H 0.131 1.015 -2.456
H 0.219 0.461 0.316
H -0.152 1.875 -0.401
O 0.261 1.008 2.918
H 0.041 1.362 3.776
H 0.844 0.298 3.216
O -2.847 0.672 2.777
H -2.266 0.574 2.010
H -3.132 1.583 2.745
*
```

=====

Energies, relative to the best one, in kJ/mol: <i> 10.0; <ii> 0.0; <iii> 68.0.